2 unconnected molecules or ions with the total composition C3H6N2O. Source: OMol25; level of theory: the ωB97M-V functional and the def2-TZVPD basis.

Values from the calculation:
SMILES ... N#CC=O.CN
HOMO ... -9.437 eV
Frontier orbital gap ... 9.10 eV
Energy relative to the best compared isomer or geometry (same formula, charge and spin) ... 235.49 kJ/mol
Maximum force ... 1.1 eV Å⁻¹

Each line ends with the Löwdin charge.
Atoms and positions in Å:
N1 -1.837275 -1.044255 -0.299690  0.163
C1 -0.981672 -1.193432 0.470902  -0.183
C2 -0.172072 -1.744353 1.577136  -0.249
O1 0.747164 -1.202990 2.127559  0.070
H1 -0.535131 -2.744226 1.872872  0.125
C3 0.098148 1.236171 -1.304791  -0.183
N2 0.677975 0.699437 -0.078588  -0.070
H2 0.719648 0.971839 -2.166590  0.074
H3 -0.891363 0.786675 -1.452751  0.035
H4 -0.008336 2.329275 -1.293135  0.069
H5 1.680308 0.580791 -0.151945  0.073
H6 0.502606 1.325068 0.699021  0.075

Atoms 1-6, force components in eV/Å:
0.7684 -0.1971 0.7902
-0.8533 0.1056 -0.7353
0.3721 0.0915 0.3271
-0.4923 -0.2241 -0.3057
0.0831 0.0820 -0.0123
-0.0751 0.0660 -0.2351

---

A molecular structure, C15H31NO3P2Sr. Source: OMol25; level of theory: the ωB97M-V functional and the def2-TZVPD basis.

Values from the calculation:
HOMO ... -5.268 eV
Frontier orbital gap ... 4.46 eV
Maximum force ... 4.1 eV Å⁻¹

Each line ends with the Löwdin charge.
Atoms and positions in Å:
P1 0.099476 -1.587245 -1.815164  0.878
P2 0.382661 1.794231 -1.862369  0.879
C1 -0.100823 -0.541235 -3.327843  -0.373
C2 0.651825 0.794917 -3.390977  -0.406
H1 -1.179260 -0.397902 -3.496493  0.082
H2 0.264991 -1.185939 -4.146333  0.081
H3 1.734071 0.650131 -3.525528  0.075
H4 0.285095 1.397339 -4.237170  0.079
C3 -1.224321 2.551450 -2.366855  -0.258
H5 -1.580789 3.212756 -1.569050  0.029
H6 -1.983770 1.776283 -2.542134  0.043
H7 -1.058547 3.132123 -3.286976  0.043
C4 1.549357 3.168422 -2.059157  -0.278
H8 1.216792 3.839731 -2.864724  0.041
H9 2.546147 2.764173 -2.283655  0.040
H10 1.590156 3.714003 -1.105394  0.035
C5 -1.032339 -2.918835 -2.204137  -0.202
H11 -1.143569 -3.609170 -1.359975  0.058
H12 -0.627046 -3.447561 -3.077614  0.055
H13 -2.014515 -2.491628 -2.447121  0.063
C6 1.776350 -2.227959 -2.066338  -0.205
H14 2.506080 -1.403567 -2.074631  0.055
H15 1.774984 -2.738391 -3.042067  0.051
H16 2.042999 -2.943373 -1.275224  0.058
Sr1 2.279327 -0.097969 3.870927  1.465
C7 -0.375465 1.984693 1.151964  -0.126
C8 -1.587039 1.916224 0.590675  -0.162
C9 -2.077041 0.626385 0.040466  -0.203
C10 -2.194571 -0.483134 1.131701  -0.236
C11 -1.355512 -1.593115 0.752096  -0.223
C12 -0.083654 -1.454792 0.091992  -0.460
C13 0.858300 -0.235941 0.515803  -0.244
C14 0.451709 0.769949 1.600185  -0.253
C15 1.061878 -2.233139 4.348762  -0.363
H17 0.111124 2.943394 1.361613  0.104
H18 -2.191821 2.821420 0.403693  0.108
H19 -1.321548 0.324020 -0.715170  0.043
H20 -3.031581 0.706022 -0.506257  0.115
H21 -1.951193 -0.083988 2.135503  0.104
H22 -3.245914 -0.821008 1.160018  0.111
H23 -1.734320 -2.606208 0.896194  0.074
H24 0.459096 -2.412885 0.263098  0.106
H25 1.118640 0.357987 -0.413155  0.001
H26 1.845612 -0.676147 0.761289  0.089
H27 -0.020199 0.251781 2.454745  0.079
H28 1.404301 1.247755 1.935257  0.055
H29 1.549795 -2.831755 5.138287  -0.069
H30 0.896660 -2.915478 3.502303  -0.080
H31 0.060743 -1.999638 4.742248  -0.053
O1 1.820599 0.287528 6.224832  -0.251
N1 0.620739 0.812423 6.088830  -0.526
O2 -0.075600 1.075927 7.050730  0.077
O3 0.230941 1.016910 4.848285  -0.205

Atoms 1-6, force components in eV/Å:
0.1641 0.8213 -1.2458
-0.7135 -0.1550 -0.4523
0.1302 -0.1987 -0.8476
0.0691 0.3211 -0.1012
0.2761 0.0104 0.1415
-0.2954 0.1888 -0.0292

---

2 unconnected molecules or ions with the total composition C7H16F2NO4P. Source: OMol25; level of theory: the ωB97M-V functional and the def2-TZVPD basis.

Values from the calculation:
HOMO (spin up / spin down) ... -8.817 / -8.814 eV
Frontier orbital gap (spin up / spin down) ... 8.84 / 8.83 eV
Energy relative to the best compared isomer or geometry (same formula, charge and spin) ... 44.05 kJ/mol
Maximum force ... 5.3 eV Å⁻¹

Each line ends with the Löwdin charge.
Atoms and positions in Å:
C1 2.547613 1.397302 -2.303022  -0.053
C2 -3.081047 0.082962 1.781599  -0.077
C3 -0.196066 -2.891037 1.754766  -0.034
C4 1.056021 0.904448 -2.010328  -0.313
C5 -2.156190 0.990535 0.954361  -0.224
C6 2.021293 -0.018041 1.655267  -0.457
C7 1.122144 -1.031297 1.124445  -0.258
N1 2.411007 -1.579880 -0.702291  0.016
O1 -0.976528 -1.184636 -0.772069  -0.219
O2 0.917822 -2.042724 1.934849  -0.044
O3 0.657855 1.002038 -0.689277  -0.206
O4 -0.755099 0.545275 1.121459  -0.242
F1 1.545049 0.511863 2.807155  0.088
F2 3.189167 -0.542332 1.940188  0.106
P1 -0.084463 -0.287282 -0.053305  0.523
H1 2.608774 1.727756 -3.312507  0.056
H2 2.728087 2.159153 -1.580406  0.061
H3 3.186883 0.548883 -2.270459  0.038
H4 -3.280237 -0.878352 1.354926  0.059
H5 -2.611547 0.062933 2.777651  0.089
H6 -4.048680 0.635339 1.671391  0.090
H7 -0.211890 -3.500115 0.849322  0.102
H8 -1.076984 -2.235734 1.621173  0.080
H9 -0.201115 -3.445492 2.704491  0.112
H10 1.039184 -0.210247 -2.405967  0.128
H11 0.444106 1.467777 -2.717763  0.106
H12 -2.134984 2.086629 1.310539  0.148
H13 -2.373684 0.841201 -0.131384  0.114
H14 2.115015 0.836059 0.805095  0.188
H15 2.071963 -2.579291 -0.733793  0.004
H16 3.415845 -1.629027 -0.333315  0.020

Atoms 1-6, force components in eV/Å:
-2.5428 -1.1463 0.7997
-0.0081 2.4335 -0.4005
-1.3877 0.4352 0.3597
2.4167 -2.1162 -4.2692
0.8890 -0.0824 -0.3698
0.4393 3.3522 -2.1910

---

A molecular structure, C19H22N3Ni. Source: OMol25; level of theory: the ωB97M-V functional and the def2-TZVPD basis.

Values from the calculation:
2S+1 ... 3
HOMO (spin up / spin down) ... -11.224 / -11.185 eV
Frontier orbital gap (spin up / spin down) ... 8.16 / 7.91 eV
Maximum force ... 0.3 eV Å⁻¹
<S²> ... 2.006
Total charge ... +1

Each line ends with the Löwdin charge.
Atoms and positions in Å:
Ni1 0.632451 -0.259718 -0.031601  0.630
C1 1.750952 -0.900558 -4.177751  -0.077
C2 0.488443 -1.054828 -4.733331  -0.071
C3 -0.635124 -0.962544 -3.926711  -0.028
C4 -0.489048 -0.716425 -2.563356  -0.203
C5 0.776825 -0.556115 -1.984491  -0.144
C6 1.887818 -0.653022 -2.812848  -0.116
C7 -1.648271 -0.606668 -1.649974  -0.189
C8 -2.985283 -0.858357 -2.039339  0.020
C9 -3.982869 -0.764746 -1.122406  0.025
C10 -3.696354 -0.408563 0.216912  -0.148
C11 -4.687833 -0.297146 1.217306  -0.015
C12 -4.349362 0.056383 2.490833  -0.060
C13 -3.000774 0.318111 2.816800  -0.057
C14 -2.023819 0.216437 1.865961  -0.028
C15 -2.352035 -0.156275 0.544106  -0.193
N1 -1.364374 -0.261915 -0.401264  0.066
H1 2.629890 -0.973796 -4.806865  0.107
H2 0.378369 -1.245501 -5.792599  0.109
H3 -1.614236 -1.076850 -4.375716  0.105
H4 2.888253 -0.534851 -2.406840  0.086
H5 -3.204176 -1.135312 -3.059514  0.111
H6 -5.009447 -0.965631 -1.407689  0.130
H7 -5.721100 -0.494739 0.957298  0.123
H8 -5.110407 0.140370 3.254199  0.113
H9 -2.744797 0.604923 3.828692  0.112
H10 -0.986009 0.427449 2.105388  0.083
N2 1.221447 1.705510 0.204399  -0.014
C16 2.651181 1.967693 0.513369  -0.217
C17 2.951410 1.851683 2.006094  -0.185
C18 3.324485 0.467364 2.539580  -0.190
C19 2.226229 -0.587451 2.578227  -0.220
N3 1.994095 -1.204296 1.240094  -0.014
H11 1.021972 2.032850 -0.738176  0.105
H12 0.640778 2.272844 0.816376  0.104
H13 2.919592 2.964483 0.165127  0.119
H14 3.251186 1.256474 -0.056602  0.113
H15 2.101156 2.244203 2.576408  0.118
H16 3.783444 2.521832 2.222874  0.118
H17 3.688094 0.587086 3.560526  0.119
H18 4.174165 0.076395 1.967412  0.120
H19 1.288144 -0.145260 2.919087  0.103
H20 2.494722 -1.362682 3.294751  0.119
H21 1.547121 -2.109993 1.367476  0.105
H22 2.893097 -1.418845 0.817776  0.105

Atoms 1-6, force components in eV/Å:
0.0097 0.0831 -0.1415
0.0090 0.0231 0.0547
0.0147 0.0042 0.0173
-0.0313 0.0042 -0.0420
-0.1129 0.0139 -0.0465
0.2062 -0.0723 0.2588

---

Number 1: calculated total energy -8234.258 eV. Number 2: calculated total energy -43095.183 eV. Number 3: calculated total energy -31920.050 eV. Number 4: calculated total energy -65569.021 eV.